[1]
{"formula": "C2H6FNO3P", "method": "ωB97M-V/def2-TZVPD", "elements": ["C", "C", "N", "O", "O", "O", "F", "P", "H", "H", "H", "H", "H", "H"], "positions_angstrom": [[-0.64129, 0.98458, -1.90025], [-0.71463, 0.46156, 0.73029], [2.69701, -1.40841, 1.03888], [-1.97779, -1.23070, -1.23393], [-3.22340, 0.98764, -0.91779], [-1.70512, 0.16703, 1.32282], [-0.13929, 1.83578, 0.98777], [-2.00123, 0.22161, -1.17233], [-0.62054, 2.01940, -1.66621], [0.25138, 0.24767, -1.96488], [0.21962, -0.00907, 0.47679], [2.53401, -2.35633, 1.42537], [1.90060, -0.85287, 1.18351], [3.42066, -1.06790, 1.68996]], "forces_ev_per_angstrom": [[-0.1, -2.7, 1.6], [1.4, 2.4, 2.1], [2.1, -1.7, 0.9], [0.2, -1.9, 0.2], [-0.3, 0.7, 0.2], [0.7, 0.0, -0.4], [-0.9, -1.2, -0.3], [-0.2, 0.9, -2.9], [0.8, 0.8, -0.2], [-1.4, 1.9, 0.0], [-0.2, -0.9, -0.3], [-0.4, 0.8, -0.6], [-1.3, 0.7, 0.3], [-0.4, 0.2, -0.6]], "lumo_ha": [0.1245, 0.1245], "total_charge": -1, "homo_lumo_gap_ev": [7.622, 7.623], "e_homo_ev": [-4.235, -4.236], "e_tot_ha": -801.54046}

***

[2]
{"formula": "C2H6FNS", "method": "ωB97M-V/def2-TZVPD", "elements": ["C", "C", "N", "F", "S", "H", "H", "H", "H", "H", "H"], "positions_angstrom": [[-1.60827, -0.54051, 1.31512], [0.74406, -0.72586, 0.61254], [1.48499, 0.74522, -1.49730], [-2.19889, -1.40359, 0.46135], [0.42187, -0.49537, -0.98811], [-2.05676, -0.58453, 2.30155], [-1.58935, 0.46586, 0.91954], [1.64091, -0.01931, 0.78083], [0.97374, -1.76135, 0.98394], [1.89840, 0.31669, -2.35138], [0.84145, 1.48115, -1.87264]], "forces_ev_per_angstrom": [[1.2, 0.8, -0.4], [1.4, -0.2, 2.6], [-0.6, 0.4, -1.5], [0.2, -0.2, 0.0], [-1.4, -0.8, -2.3], [0.4, -0.5, 0.3], [0.0, 0.1, -0.3], [-1.7, -0.8, 0.7], [-0.6, 1.1, -0.5], [0.1, 0.7, 0.8], [1.0, -0.5, 0.5]], "lumo_ha": [0.0127, 0.0197], "homo_lumo_gap_ev": [8.303, 8.092], "e_homo_ev": [-7.957, -7.557], "e_tot_ha": -632.44454}

***

[3]
{"formula": "C2H6I2N2O", "method": "ωB97M-V/def2-TZVPD", "elements": ["C", "C", "N", "N", "O", "I", "I", "H", "H", "H", "H", "H", "H"], "positions_angstrom": [[-0.00657, 1.32170, 1.87407], [-0.63044, -1.30645, -1.77054], [-0.52184, 1.41224, 0.57474], [0.07790, 1.21586, -0.40579], [0.20474, -1.16574, -0.69908], [0.61586, -2.63790, 0.66072], [2.27434, 1.08674, -0.56574], [0.47860, 0.38179, 1.95537], [0.68676, 2.15311, 2.04614], [-0.71699, 1.42078, 2.65249], [-0.63236, -0.20947, -2.08054], [-1.62668, -1.80534, -1.51489], [-0.20331, -1.86731, -2.72695]], "forces_ev_per_angstrom": [[1.2, 1.3, 1.3], [-0.8, -0.6, -2.8], [-1.0, -0.3, 0.0], [-0.6, 1.0, -1.9], [1.4, -1.3, 2.0], [-0.4, 0.6, -1.1], [0.8, 0.1, 0.5], [0.8, -0.9, 0.2], [0.3, -0.2, -0.2], [-1.2, -0.1, 0.4], [-1.0, -1.4, 0.0], [1.1, 1.1, -0.4], [-0.5, 0.7, 2.1]], "smiles": "C/N=N\\I.COI", "lumo_ha": -0.0403, "homo_lumo_gap_ev": 7.420, "e_homo_ev": -8.516, "e_tot_ha": -859.79913}

***

[4]
{"formula": "C2H6IN2S", "method": "ωB97M-V/def2-TZVPD", "elements": ["C", "C", "N", "N", "S", "I", "H", "H", "H", "H", "H", "H"], "positions_angstrom": [[-0.47429, 0.38658, 1.24895], [-0.05850, 0.69198, -1.16417], [-0.33323, -0.35937, 2.32230], [0.20028, 0.17925, 0.15105], [-1.04749, -0.46685, -2.16438], [-1.75297, 2.06708, 1.31153], [0.87562, 0.99514, -1.56766], [-0.67443, 1.60216, -1.23820], [0.28632, -1.15803, 2.40018], [-1.05029, -0.12068, 2.99805], [0.47224, -0.73565, 0.06772], [-0.13874, -1.30363, -2.10327]], "forces_ev_per_angstrom": [[3.0, -3.5, -0.1], [-1.6, 1.2, -0.9], [-0.7, 0.8, -0.7], [-0.9, 1.2, 0.7], [-1.8, 2.5, 0.1], [-3.4, 4.5, 0.4], [0.8, -0.2, -0.8], [0.2, -0.1, 0.7], [-0.2, 0.0, 0.3], [0.5, -0.8, 0.7], [1.7, -2.8, -0.2], [2.4, -2.8, -0.2]], "lumo_ha": [-0.1289, -0.3088], "spin_multiplicity": 3, "total_charge": 1, "homo_lumo_gap_ev": [7.156, 5.197], "e_homo_ev": [-10.663, -13.600], "e_tot_ha": -884.77083}

***

[5]
{"formula": "C2H6N2", "method": "ωB97M-V/def2-TZVPD", "elements": ["C", "C", "N", "N", "H", "H", "H", "H", "H", "H"], "positions_angstrom": [[-0.32855, -0.64149, -0.35104], [0.43323, 0.39692, -0.01267], [1.56381, 0.17363, 0.80794], [-1.66014, -0.54122, -0.92411], [-0.08533, -1.63650, -0.00702], [0.29640, 1.39301, -0.41207], [1.47672, 0.30752, 1.80596], [2.32738, 0.76331, 0.47262], [-2.36822, -0.66263, -0.20808], [-1.65530, 0.44746, -1.17154]], "forces_ev_per_angstrom": [[-1.4, -0.2, 0.8], [0.4, -0.7, 0.5], [1.1, -0.1, -0.9], [1.3, 0.7, -0.7], [0.2, 0.0, 0.1], [-0.4, 0.1, 0.0], [-0.5, 0.2, 0.0], [0.1, 0.0, 0.3], [0.1, 0.0, 0.1], [-0.8, 0.0, -0.2]], "lumo_ha": [0.1657, 0.1707], "spin_multiplicity": 2, "total_charge": -1, "homo_lumo_gap_ev": [3.011, 8.888], "e_homo_ev": [1.499, -4.242], "e_tot_ha": -189.21827}

***

[6]
{"formula": "C2H6N2", "method": "ωB97M-V/def2-TZVPD", "elements": ["C", "C", "H", "H", "H", "H", "H", "H", "N", "N"], "positions_angstrom": [[-1.11752, 0.49624, 0.41882], [0.27262, 0.20355, -0.16252], [-1.48633, 1.61242, -0.14010], [-1.90172, -0.46473, 0.07581], [-0.93222, 0.52605, 1.74173], [-0.04556, -1.90708, 0.17432], [1.65515, -1.44863, -0.21143], [1.93020, 0.96779, -1.12044], [0.58774, -1.19032, -0.14784], [1.03766, 1.20472, -0.62835]], "forces_ev_per_angstrom": [[-1.1, 0.6, 0.4], [1.9, 0.7, -1.2], [0.9, -3.6, 2.3], [2.2, 3.1, 1.3], [-1.1, 0.1, -4.3], [0.1, 0.4, 0.1], [-3.3, 0.7, 0.1], [-1.0, -0.4, 0.9], [3.2, 1.2, -0.5], [-2.0, -2.7, 0.9]], "smiles": "[H]/N=C(/C)N", "lumo_ha": 0.0301, "homo_lumo_gap_ev": 9.942, "e_homo_ev": -9.123, "e_tot_ha": -189.23146}

***

[7]
{"formula": "C2H6N2", "method": "ωB97M-V/def2-TZVPD", "elements": ["C", "C", "N", "N", "H", "H", "H", "H", "H", "H"], "positions_angstrom": [[0.40482, 0.06731, -0.16173], [-0.73721, -0.92202, -0.10631], [-0.05959, 1.34441, 0.11103], [1.49158, -0.41450, -0.46753], [-1.05447, 1.38155, 0.45815], [-0.38081, -1.76289, 0.54004], [-0.97346, -1.31414, -1.03331], [-1.55581, -0.60201, 0.55371], [0.55322, 2.00697, 0.56417], [2.31173, 0.21532, -0.45822]], "forces_ev_per_angstrom": [[-3.8, 0.2, 0.6], [0.7, -0.6, 3.6], [-1.0, 0.5, 0.8], [3.9, -0.2, -0.4], [2.0, 0.0, -0.6], [0.1, 0.3, -0.9], [-0.9, -0.6, -1.8], [-0.3, 0.3, -1.0], [0.0, 0.0, -0.2], [-0.7, -0.1, -0.1]], "smiles": "[H]/N=C(/C)N", "lumo_ha": 0.0361, "homo_lumo_gap_ev": 10.526, "e_homo_ev": -9.542, "e_tot_ha": -189.29642}

***

[8]
{"formula": "C2H6N2", "method": "ωB97M-V/def2-TZVPD", "elements": ["C", "N", "C", "N", "H", "H", "H", "H", "H", "H"], "positions_angstrom": [[-0.75120, 1.15794, 0.24140], [1.14906, -0.79423, -0.40931], [0.01624, -1.04663, 0.33896], [-0.84711, -0.21031, 0.73751], [0.22102, 1.63626, 0.43290], [-1.46606, 1.75471, 0.80166], [-0.94223, 1.15148, -0.83272], [1.65562, -1.60969, -0.69937], [1.24639, 0.05609, -0.93363], [-0.28174, -2.09562, 0.32259]], "forces_ev_per_angstrom": [[0.6, -0.2, 1.0], [-0.2, -0.4, 0.4], [-0.6, 0.3, -1.3], [-0.2, 0.0, -0.2], [0.1, -0.1, -0.2], [-0.2, 0.1, -0.4], [-0.2, 0.3, 0.0], [0.1, 0.2, -0.3], [0.1, 0.0, 0.0], [0.5, -0.1, 0.9]], "smiles": "C/N=C\\N", "lumo_ha": 0.0362, "homo_lumo_gap_ev": 10.053, "e_homo_ev": -9.068, "e_tot_ha": -189.28976}

***

[9]
{"formula": "C2H6N2", "method": "ωB97M-V/def2-TZVPD", "elements": ["N", "N", "C", "C", "H", "H", "H", "H", "H", "H"], "positions_angstrom": [[0.09816, -0.52643, 0.74671], [-1.10278, -0.73657, 1.30758], [0.39490, 0.33806, -0.13349], [0.02138, 1.32538, -0.92462], [2.01924, -1.35948, -0.56823], [-1.94140, -0.32460, 0.91336], [-1.19304, -1.67490, 1.67040], [1.87025, -0.51515, -0.34163], [-0.62071, 1.16168, -1.77884], [0.45401, 2.31200, -0.89124]], "forces_ev_per_angstrom": [[1.5, -0.3, -2.4], [-0.3, 0.7, 0.8], [-3.7, -0.5, 3.2], [0.5, 0.2, -0.8], [-0.1, 2.9, 0.7], [0.3, 0.1, -0.2], [0.1, 0.3, -0.1], [1.5, -3.3, -1.2], [0.2, -0.4, -0.4], [0.0, 0.2, 0.4]], "lumo_ha": 0.0168, "homo_lumo_gap_ev": 9.044, "e_homo_ev": -8.587, "e_tot_ha": -189.13027}

***

[10]
{"formula": "C2H6N2", "method": "ωB97M-V/def2-TZVPD", "elements": ["C", "C", "N", "N", "H", "H", "H", "H", "H", "H"], "positions_angstrom": [[-0.50638, 0.35931, 0.74727], [1.35369, 0.40984, -1.26013], [-1.44427, -0.58674, 0.26642], [-0.66905, -0.76967, 1.53092], [-0.46922, 1.37766, 0.99296], [1.28160, -0.41816, -2.04925], [2.17150, 0.43513, -0.63046], [0.72492, 1.19132, -1.45460], [-2.55399, -0.40943, 0.32170], [0.11119, -1.58927, 1.53516]], "forces_ev_per_angstrom": [[0.5, -2.3, -1.7], [-0.9, -3.3, -1.8], [-1.5, 0.5, -0.7], [0.9, -1.8, 1.3], [-0.4, 1.1, 0.4], [0.2, 1.1, 1.6], [1.4, 0.3, 1.1], [-1.1, 2.2, -0.3], [3.2, -0.3, 1.0], [-2.3, 2.5, -0.9]], "lumo_ha": [0.0311, 0.0211], "homo_lumo_gap_ev": [9.245, 8.270], "e_homo_ev": [-8.400, -7.696], "e_tot_ha": -189.05599}

***

For reference, energy relative to the best compared isomer or geometry (same formula, charge and spin) by record: 220.59; 394.13; 105.37; 158.82; 69.53; 257.56; 87.02; 104.51; 523.23; 718.26 kJ/mol.